1.
The following is a quantum chemistry calculation of a single C3H8N2 molecule, from OMol25.

Output
Energy above the lowest of the compared OMol25 structures with the same formula, charge and spin (kJ/mol): 244.1
F_max (Eh/bohr): 0.0719
LUMO (eV): 0.90
Electronic energy (eV): -6219.3171
Charge: 0

Geometry (Å):
H -2.26 0.06 0.97
H -1.18 -1.05 1.84
C -0.17 0.13 0.36
H 0.15 1.67 -1.08
H 2.66 -0.66 -1.06
N 0.85 -0.81 -0.05
C -1.39 -0.61 0.86
H 2.16 0.88 -0.17
C 1.86 -0.12 -0.52
H -1.67 -1.44 0.20
N -0.46 0.88 -0.88
H -0.75 0.21 -1.60
H 0.18 0.85 1.12

=====

2.
The following is a quantum chemistry calculation of a single C4H11N3O4S molecule, from OMol25.

Output
Energy above the lowest of the compared OMol25 structures with the same formula, charge and spin (kJ/mol): 95.8
F_max (Eh/bohr): 0.0627
LUMO (eV): 0.48
Electronic energy (eV): -27818.7688
Charge: 0

Geometry (Å):
H -1.44 -1.52 1.56
H 1.34 -1.09 -1.17
C 0.55 -2.06 0.75
H 1.66 0.59 -1.57
H 0.02 -0.03 -1.74
S -3.07 -0.29 -0.42
H 0.56 1.49 -0.01
H 0.59 -2.68 1.63
C -0.58 0.11 0.69
N -1.52 0.93 1.17
O -3.11 -1.72 -0.34
N 0.63 0.53 0.13
H -1.37 2.07 -0.38
N -0.58 -1.16 1.11
H 1.44 -1.45 0.78
O -1.82 0.16 -1.04
O -2.77 0.35 1.21
O -4.18 0.43 -0.90
C 0.94 -0.06 -1.16
H -0.82 2.82 1.23
C -1.58 2.33 0.64
H 0.31 -2.52 -0.22
H -2.57 2.66 0.95

=====

3.
The following is a quantum chemistry calculation of a molecular structure, C18H25BN3ReSe2SiTe, from OMol25.

Output
F_max (Eh/bohr): 0.0373
Spin multiplicity: 2
LUMO (spin up / spin down) (eV): -4.86 / -4.50
Electronic energy (eV): -172206.5416
Charge: +1

Geometry (Å):
C 1.30 1.47 2.86
H 0.21 3.89 1.78
C 5.66 2.56 3.35
C 2.46 4.01 -2.86
H 3.43 1.12 -0.62
C 4.86 1.44 3.31
Te -1.46 -0.58 -1.82
H -0.65 -3.80 2.19
H 4.56 -2.01 1.66
Se -0.38 0.71 2.56
H -0.22 3.64 3.48
H 4.58 1.59 -1.86
H -0.10 -2.69 0.06
C -2.04 -1.74 -0.11
N 1.58 2.79 2.90
H 3.37 5.06 3.01
H 6.72 2.45 3.47
C 3.49 1.65 3.15
N 2.44 0.77 3.04
C 2.48 -1.54 1.08
C 1.21 1.21 -3.87
H 1.50 4.48 -3.08
H 1.07 4.79 3.06
H 2.86 4.49 -1.97
H 3.19 -2.14 3.07
H 3.26 -3.50 1.64
H 3.64 0.13 -2.05
C 3.60 1.15 -1.69
C -1.40 -3.20 1.69
H 1.67 1.27 -4.85
C 5.12 3.85 3.24
C -3.33 -1.66 0.40
Si 2.22 2.15 -2.55
C -3.64 -2.36 1.55
C 3.76 4.06 3.09
Re 0.11 0.17 0.10
H 0.21 1.63 -3.95
H -4.65 -2.32 1.94
H 1.11 0.16 -3.60
C 2.95 2.94 3.05
C -2.68 -3.11 2.21
H 2.52 -0.24 3.02
N 1.68 -0.90 0.51
H -2.93 -3.62 3.12
Se 0.61 2.31 -0.66
H 3.13 4.21 -3.69
C -1.08 -2.53 0.52
B 3.45 -2.35 1.92
H -4.07 -1.06 -0.10
H 5.79 4.70 3.27
H 5.27 0.44 3.39
C 0.61 3.84 2.80

=====

4.
The following is a quantum chemistry calculation of a molecular structure, C5H8NO, from OMol25.

Output
Energy above the lowest of the compared OMol25 structures with the same formula, charge and spin (kJ/mol): 309.3
F_max (Eh/bohr): 0.1073
LUMO (eV): 4.23
Electronic energy (eV): -8848.0306
Charge: -1

Geometry (Å):
C 0.63 0.60 -0.87
H 1.39 0.70 -1.64
H -1.84 1.81 0.30
H -0.58 -1.32 -1.23
N -1.11 -0.41 0.44
C 1.07 -1.63 0.23
H 0.40 2.66 -0.46
C -0.91 1.42 0.70
H -0.79 1.41 1.82
H 0.54 -2.65 0.48
H 1.98 -1.91 -0.15
O -2.27 -0.63 -0.22
H 1.21 -0.98 1.21
C 0.02 -0.73 -0.46
C 0.24 1.66 -0.16

=====

5.
The following is a quantum chemistry calculation of 19 unconnected molecules or ions with the total composition C46H90Cl36FN2O, from OMol25.

Output
F_max (Eh/bohr): 0.1506
LUMO (eV): -3.16
Electronic energy (eV): -507704.3647
Charge: +1

Geometry (Å):
C -4.71 5.26 1.43
H 8.94 11.92 6.56
C -2.00 -1.90 -1.91
H -2.63 -7.59 4.58
N -4.23 -2.28 -0.20
H -4.22 -2.86 -5.87
H 0.90 5.19 2.96
H -7.57 -11.46 1.24
H 4.69 -1.61 -2.73
C 3.93 9.83 5.20
C 3.83 -7.29 -7.47
H -2.37 -4.88 -1.62
C 4.25 -1.40 -1.75
C -2.21 -6.72 5.10
Cl 4.39 -6.03 -8.61
H -2.77 -6.99 -2.06
H -7.83 -10.46 2.67
Cl 1.59 8.88 4.13
Cl -6.55 -12.39 3.13
H 1.72 7.52 2.29
Cl 6.18 1.56 1.14
H 3.33 -2.58 -5.40
C -7.79 -7.38 -3.69
C -2.62 -2.36 -4.23
H 0.73 7.70 -5.17
Cl 9.90 4.04 1.91
H -5.21 -4.98 -4.75
C -3.02 -13.52 -0.12
H 2.27 -8.76 -7.26
H -0.92 -13.67 0.35
Cl -2.92 0.89 0.89
H 6.58 3.18 -1.24
C -2.40 -7.62 -1.12
H -2.98 -13.87 -1.15
H 1.49 5.51 9.42
C 7.55 2.96 -0.78
H 4.86 -1.90 -0.99
H -1.52 2.16 -1.32
C -0.28 7.21 -3.31
H -4.92 4.58 0.59
C 0.55 5.72 2.07
Cl 2.63 -2.14 -1.69
H 7.13 3.70 1.20
Cl 5.94 -1.37 -5.02
H -5.12 -10.74 1.22
H -5.85 -7.61 -4.59
Cl 4.60 -4.51 -4.94
Cl -3.24 9.86 2.72
C -1.02 -6.14 4.34
C -0.28 7.62 -4.77
Cl -3.52 -5.53 5.32
Cl 0.07 0.52 -0.72
H 3.06 7.51 9.67
Cl -1.14 -11.65 -0.82
C -1.57 2.05 0.85
C 2.69 9.02 5.52
C -1.19 2.15 -4.10
H -5.21 8.86 1.87
H -2.16 -1.82 -5.19
Cl 0.13 6.38 7.69
C -5.91 -10.15 1.68
Cl 1.15 -6.76 -7.77
H -0.20 -6.86 4.35
C 12.06 2.52 2.68
Cl -4.38 -12.37 0.02
H -5.09 -4.22 -2.99
Cl -3.34 3.67 -4.87
Cl -7.34 -8.61 -6.10
H -0.67 -5.21 4.80
H -6.26 -9.41 0.96
Cl -5.21 -9.24 3.05
Cl -4.89 7.33 4.32
H -1.90 -7.03 6.10
C -4.89 -3.57 0.28
H -1.28 7.23 -2.88
H 4.51 10.01 6.11
H 3.59 -3.58 -6.84
H -1.22 3.42 -5.87
Cl 8.23 1.53 -1.59
H 8.22 3.79 -0.99
Cl 3.55 6.48 7.62
H -5.19 9.60 4.87
C -0.83 2.03 -0.48
C -4.66 -6.50 0.02
H 4.90 -1.53 -7.12
H -1.41 -7.07 -0.76
H 6.04 -2.86 -6.85
H -4.97 -2.11 -4.25
H 2.22 8.30 8.32
C 5.24 -2.27 -6.39
H -1.77 -12.45 1.31
H -3.95 -8.67 0.19
C 7.42 2.76 0.72
H -3.53 -4.98 -3.82
C -6.87 -7.38 -4.90
C -3.44 -7.59 0.15
C -4.20 -4.96 -0.26
H 2.94 8.01 5.86
Cl -9.43 -6.79 -4.09
H 2.12 9.51 6.32
H -5.22 -6.51 1.07
H -1.57 -1.04 -1.21
H -6.86 -6.41 -5.40
N -3.08 -4.35 -1.08
H 11.36 1.94 3.29
C 1.23 6.52 9.09
H 0.11 6.19 -3.21
H -0.37 6.24 2.32
Cl 3.42 1.01 -2.78
H -2.86 -7.49 1.19
H -7.40 -6.70 -2.92
Cl -0.45 3.40 -3.07
H -1.95 -3.31 -4.02
H -0.38 1.49 -4.43
C -5.00 9.54 2.70
Cl 0.14 4.49 0.84
C 2.51 -7.91 -7.91
H -3.26 -14.37 0.53
Cl 5.01 8.98 4.06
H 8.55 10.75 5.29
C 1.59 6.71 1.56
H 12.87 1.86 2.35
Cl 0.77 8.26 -2.32
Cl -4.61 3.04 3.04
H 8.18 13.19 4.61
C 4.21 0.10 -1.47
Cl -1.10 9.18 -5.03
O -2.66 -1.39 -3.13
H -5.86 -3.63 0.97
Cl 12.80 3.77 3.71
C -1.88 2.75 -5.32
H 4.61 -8.06 -7.44
H 3.76 -6.84 -6.48
H 1.29 7.15 0.61
H 11.05 2.32 0.79
H 3.68 10.80 4.76
Cl 3.19 5.96 1.34
C -4.15 -2.86 -4.68
C -5.49 8.98 4.02
H -0.10 2.85 -0.51
H 6.92 13.32 5.86
H -0.82 6.87 -5.36
H -1.88 1.57 -3.49
H -4.54 -1.30 0.01
C -5.21 4.69 2.75
C -3.09 -2.81 -1.05
H -5.49 10.50 2.50
H -2.00 3.05 1.03
Cl 7.02 10.69 7.09
H -2.05 -8.71 -1.42
H 2.55 -8.26 -8.94
C 7.44 12.62 5.19
H -6.59 8.92 4.02
C 11.37 3.12 1.46
H -4.91 5.32 3.59
H 5.22 0.49 -1.37
H -0.90 1.82 1.69
H 0.67 7.01 9.88
H -5.21 6.21 1.22
C 8.13 11.51 5.96
C -1.70 -12.90 0.32
H -6.30 4.64 2.74
H -2.20 1.96 -5.99
C -7.08 -11.03 2.12
F -5.71 -6.89 -0.99
H 3.67 0.32 -0.54
C -4.52 -4.35 -4.02
H 12.03 3.79 0.91
C 2.48 7.33 8.76
H -7.89 -8.37 -3.25
Cl 6.24 12.00 4.02
Cl -2.96 5.58 1.45
H -1.09 -2.63 -2.14
H 8.37 2.44 1.17
C 4.08 -3.15 -5.96
Cl -1.41 -5.81 2.64

=====

6.
The following is a quantum chemistry calculation of a single C3H6O2 molecule, from OMol25.

Output
Energy above the lowest of the compared OMol25 structures with the same formula, charge and spin (kJ/mol): 216.6
F_max (Eh/bohr): 0.0941
LUMO (eV): 0.91
Electronic energy (eV): -7301.4333
Charge: 0

Geometry (Å):
C -1.83 0.03 -0.12
C -0.62 -0.11 0.35
O 1.53 -1.12 0.13
O 1.34 1.19 0.00
H 1.44 1.39 0.95
H -0.37 -0.45 1.39
H -2.75 0.13 0.61
H -2.03 0.33 -1.05
H 0.34 -0.03 -1.38
H 2.26 -1.37 -0.54
C 0.69 0.01 -0.33

=====

7.
The following is a quantum chemistry calculation of 9 unconnected molecules or ions with the total composition C17H52O9, from OMol25.

Output
Energy above the lowest of the compared OMol25 structures with the same formula, charge and spin (kJ/mol): 163.9
F_max (Eh/bohr): 0.0181
LUMO (eV): 0.23
Electronic energy (eV): -36897.7525
Charge: 0

Geometry (Å):
H 5.85 1.25 -2.28
C -0.31 3.76 -2.03
O -0.84 -2.21 2.58
C 2.52 3.69 1.00
O -3.36 1.55 1.09
H 4.13 3.84 -0.44
H -1.77 0.52 1.06
H 4.09 1.42 -2.26
H -2.66 -1.33 2.97
H -0.82 -1.49 1.93
H -5.24 -0.70 -1.14
H -3.98 1.43 -0.88
H 2.53 2.63 1.29
H 5.55 -1.00 -1.08
C 2.76 -3.74 4.42
H -1.75 2.23 -1.60
H 3.13 4.27 1.69
O 1.99 -2.27 2.65
H -0.57 5.69 -2.29
H -4.94 -1.96 -2.34
H 1.10 -1.70 -4.76
C -1.65 3.30 -1.48
C 3.04 3.86 -0.42
O 2.70 5.12 -0.97
H 1.82 -4.32 2.59
H 1.77 5.14 -1.22
H 4.48 -0.05 0.79
H 0.50 3.19 -1.57
H 3.35 -2.92 4.83
H 2.69 3.03 -1.06
H -0.24 1.59 -0.07
H -0.80 0.13 -4.44
H -2.21 -3.95 4.45
H 3.45 -3.64 2.38
H 1.39 -0.91 0.43
C -4.31 1.81 0.08
C 0.20 -1.55 -4.15
H -3.41 -3.09 -0.70
C 1.32 0.17 0.32
H -3.72 1.84 1.93
H 1.63 0.66 1.23
H -0.64 -1.98 -4.71
C -2.20 -2.33 3.02
H -0.41 0.05 -0.99
H 0.39 -3.32 -2.97
C 0.36 -2.24 -2.81
H 1.79 -3.74 4.95
H -4.50 2.88 -0.03
C -3.60 -2.02 -0.67
H 2.01 0.47 -0.47
H -3.48 -1.71 0.37
O 4.70 0.53 0.05
H -2.74 -2.97 2.33
C 4.75 -0.25 -1.16
H -1.82 3.59 -0.45
H 3.19 -4.71 4.66
H -6.79 -2.35 -0.89
H -2.82 -1.51 -1.24
O -5.91 -2.60 -0.61
O 0.00 -0.14 -3.97
C 2.52 -3.56 2.94
C -2.24 -2.86 4.44
H 1.04 -2.29 2.87
H -0.51 -2.02 -2.19
O -0.95 0.00 1.00
O -0.04 5.14 -1.71
H 3.80 -0.79 -1.26
H 1.50 4.06 1.07
C -4.97 -1.76 -1.27
C -0.11 0.51 -0.05
H -5.27 1.32 0.29
H -1.46 -2.42 5.05
H 1.25 -1.93 -2.27
C 4.91 0.70 -2.31
H 4.81 0.16 -3.25
H -0.28 3.63 -3.11
H -2.44 3.76 -2.09
H -3.21 -2.60 4.88

=====

8.
The following is a quantum chemistry calculation of 10 unconnected molecules or ions with the total composition H20O10, from OMol25.

Output
Energy above the lowest of the compared OMol25 structures with the same formula, charge and spin (kJ/mol): 352.9
F_max (Eh/bohr): 0.0067
LUMO (eV): -0.07
Electronic energy (eV): -20798.9552
Charge: 0

Geometry (Å):
O -2.96 0.99 -3.69
H -3.08 0.69 -2.79
H 0.57 -0.14 -0.30
H 4.16 -3.83 -0.77
H 5.66 -3.65 -0.73
O 3.96 -0.01 -2.99
O 3.58 3.20 1.43
H -4.18 1.40 1.79
H -1.43 0.67 5.61
O 0.36 0.72 0.06
H -2.60 6.93 -1.60
O 4.95 -4.14 -0.32
O -2.10 0.01 5.44
H 4.88 -0.25 -2.90
H 3.95 0.94 -2.89
H -4.97 0.86 0.62
H -1.77 -4.05 2.51
H -0.60 -3.54 1.70
H -2.73 0.21 -4.18
O -4.07 1.01 0.92
H -2.31 5.47 -1.31
O -1.91 6.34 -1.29
H 0.44 -4.30 -1.91
O -0.05 -3.67 -1.38
H 3.54 2.57 2.16
H -1.75 -0.52 4.73
H 3.03 2.82 0.75
O -1.05 -3.43 2.54
H -0.94 -4.01 -1.36
H -0.59 0.73 0.11

=====

9.
The following is a quantum chemistry calculation of a molecular structure, C17H21AgI2N5O, from OMol25.

Output
Energy above the lowest of the compared OMol25 structures with the same formula, charge and spin (kJ/mol): 34.3
F_max (Eh/bohr): 0.0623
LUMO (eV): -2.60
Electronic energy (eV): -47662.4126
Charge: +1

Geometry (Å):
C 0.97 0.98 -1.11
H -0.63 -3.98 -3.30
H -0.82 -2.36 -2.53
C 2.28 -0.48 2.77
I 4.03 1.07 -1.10
H 2.61 -1.39 2.27
H 3.02 -0.18 3.54
I 0.95 5.11 -3.70
C -2.77 2.67 -1.97
N -1.39 0.98 -1.08
H 0.21 -0.89 2.32
H 1.93 2.39 1.12
H 1.91 0.18 0.84
H -1.78 4.30 -2.89
C 0.81 -0.55 3.26
N 2.42 0.55 1.72
C -0.59 -3.39 -2.43
C 2.02 3.00 -2.03
N 0.36 0.78 3.70
H 2.75 2.41 2.63
H 2.91 3.47 -2.23
C -0.37 2.85 -2.17
H -3.75 3.07 -2.10
H -1.80 -6.03 -1.71
O 0.96 -0.09 -0.40
C 0.56 1.90 2.76
H -3.24 -6.21 0.26
H -3.29 -3.49 1.24
C -2.80 -5.28 -0.08
N -2.07 -5.18 -1.27
H 0.35 2.89 3.33
H 0.41 -3.41 -2.09
C 2.11 1.73 -1.45
H -3.41 0.90 -1.05
C -2.60 1.49 -1.33
C -1.55 -3.95 -1.36
C -2.79 -4.00 0.42
H 3.43 0.72 1.59
N -1.98 -3.21 -0.38
C -0.28 1.56 -1.55
Ag -1.26 -1.08 -0.41
C 0.81 3.52 -2.39
H 0.70 -1.36 3.95
C -1.67 3.35 -2.37
H -0.23 1.82 1.91
H 0.68 0.88 4.72
C 1.91 1.92 2.11

=====

10.
The following is a quantum chemistry calculation of 2 unconnected molecules or ions with the total composition C6H11Cl2O3, from OMol25.

Output
Energy above the lowest of the compared OMol25 structures with the same formula, charge and spin (kJ/mol): 305.3
F_max (Eh/bohr): 0.1521
LUMO (eV): 3.09
Electronic energy (eV): -37585.3456
Charge: -1

Geometry (Å):
H -4.01 1.27 -0.54
H 4.31 -2.35 -1.38
H -0.40 -1.67 0.55
H -1.72 -1.01 -0.65
H -2.46 1.82 0.44
C -1.93 -0.26 1.52
Cl 2.80 -1.21 -2.80
O 2.53 1.03 -0.09
O 1.42 0.52 2.05
H 0.37 0.12 -1.40
O -3.33 -0.14 1.01
H 3.94 -0.70 -0.79
H -1.57 0.69 2.10
Cl 5.65 -0.70 -2.41
C -0.99 -0.69 0.24
H -1.94 -1.18 2.27
C 1.39 0.69 0.56
H -4.20 1.78 1.30
H -0.53 1.53 -0.52
C -0.01 0.50 -0.33
C -3.48 1.26 0.53
C 4.16 -1.30 -1.67

=====

11.
The following is a quantum chemistry calculation of a molecular structure, H4N4O, from OMol25.

Output
Energy above the lowest of the compared OMol25 structures with the same formula, charge and spin (kJ/mol): 125.0
F_max (Eh/bohr): 0.0566
LUMO (spin up / spin down) (eV): 0.76 / 0.76
Electronic energy (eV): -8067.5848
Charge: 0

Geometry (Å):
H 1.55 -1.07 -1.54
H -0.45 0.13 1.37
O 0.22 -0.53 1.18
H -1.67 2.20 0.46
N 0.99 -1.21 -0.70
N -1.12 1.32 0.50
H 0.24 -1.81 -0.81
N 0.81 -0.09 0.03
N -0.57 1.06 -0.50

=====

12.
The following is a quantum chemistry calculation of a single C4H8N2O2 molecule, from OMol25.

Output
Energy above the lowest of the compared OMol25 structures with the same formula, charge and spin (kJ/mol): 87.0
F_max (Eh/bohr): 0.0122
LUMO (eV): 0.73
Electronic energy (eV): -11353.2116
Charge: 0

Geometry (Å):
H 0.09 -0.03 -1.75
C -2.55 -0.57 0.50
O -1.06 1.61 1.41
H -3.04 0.37 0.80
C 1.16 -0.14 -1.57
N -1.17 -0.49 0.52
H 1.25 1.62 0.39
H 1.67 0.78 -1.87
H 2.43 -0.58 -0.07
H -0.60 -1.32 0.36
C -0.50 0.65 0.95
H 1.57 -0.95 -2.16
O -3.15 -1.55 0.16
C 1.01 0.61 0.75
N 1.42 -0.45 -0.15
H 1.47 0.44 1.72